No. 1
91
Properties=species:S:1:pos:R:3:forces:R:3 method="wB97M-V/def2-TZVPD" gap_ev="2.172 / 6.039" e_homo_ha="-0.006 / -0.148" spin_multiplicity=5 e_above_lowest_kcal_mol=118.8 total_charge=-1
O 0.209021 -0.176864 -7.457386 -0.033 0.773 -1.868
C 0.198050 1.113773 -8.164760 -0.086 0.202 0.397
C 0.076039 0.485990 -9.552387 0.064 -0.376 0.798
H 1.136977 1.658070 -7.986793 -0.359 -0.052 0.071
H -0.679571 1.720646 -7.902071 0.363 -0.112 0.223
C 0.161799 -0.841777 -8.758957 -0.064 -0.108 -0.779
H 0.922997 0.681545 -10.213013 -0.305 -0.052 -0.089
H -0.900246 0.621408 -10.023041 0.296 0.162 -0.131
C 1.427865 -1.602981 -9.081685 0.106 -0.201 0.133
H 2.311064 -0.962052 -8.984040 -0.149 -0.127 0.130
H 1.387569 -1.954039 -10.120077 -0.044 0.019 0.149
H 1.521667 -2.472981 -8.426533 0.161 0.072 -0.015
C -1.072828 -1.701840 -8.902941 -0.055 -0.237 0.061
H -1.984573 -1.141610 -8.668782 0.193 -0.072 0.099
H -0.994311 -2.576219 -8.249455 -0.160 0.089 -0.005
H -1.159751 -2.055185 -9.936184 0.061 0.005 0.088
Fe -0.447951 -0.927252 -0.094430 -0.169 -0.571 0.652
C -2.316059 -1.178434 0.691321 -0.660 1.167 -0.746
C -1.912717 0.205685 0.764793 -2.043 0.213 -0.855
C -1.598339 0.649381 -0.583700 -1.370 0.521 0.410
H -2.075413 0.836712 1.636373 0.463 -0.202 -0.180
C -1.891931 -0.422867 -1.485879 -1.286 -0.525 1.189
C -2.364922 -1.541251 -0.697471 -1.530 1.438 -0.398
H -2.790865 -2.454930 -1.084629 0.448 -0.124 -0.012
H -2.645043 -1.768903 1.539717 0.204 0.021 -0.242
H -1.310409 1.659139 -0.861682 0.039 -0.299 0.076
H -1.867860 -0.347475 -2.566129 0.239 -0.316 0.324
C 0.733092 -2.325446 0.831066 1.492 0.204 -0.665
C -0.051251 -2.988337 -0.155416 1.235 -0.190 -1.343
C 0.206043 -2.367870 -1.432196 1.131 -1.673 0.497
H -0.654106 -3.872051 0.030942 -0.223 0.451 -0.084
C 1.157251 -1.312530 -1.244401 1.081 -0.607 0.708
C 1.542183 -1.319144 0.154761 0.741 -2.489 -1.081
H 2.437327 -0.862721 0.547763 -0.175 0.220 0.045
H 0.848304 -2.609603 1.871750 -0.202 0.194 -0.241
H -0.167992 -2.710571 -2.394067 -0.201 0.293 0.339
H 1.641667 -0.717927 -2.013347 -0.279 -0.036 0.132
O 1.452992 0.610255 -4.456018 -1.380 1.123 -0.260
C 0.213039 -0.116478 -4.628180 0.101 -0.904 0.330
C -0.949338 0.865376 -4.847680 -0.006 0.247 0.518
H 0.008457 -0.749323 -3.745206 0.251 0.380 -0.114
H 0.334498 -0.782501 -5.484695 0.062 0.215 0.315
C -0.268053 2.241929 -4.960814 0.425 -0.400 -0.405
H -1.605002 0.880229 -3.962480 0.143 -0.050 -0.448
H -1.536026 0.576563 -5.725759 0.071 0.182 0.153
C 1.057488 1.991552 -4.230513 0.433 0.028 0.761
H -0.842093 3.065730 -4.505711 0.225 -0.343 -0.233
H -0.066358 2.458473 -6.020407 -0.083 0.187 0.423
H 0.905174 2.150763 -3.136648 0.158 -0.121 -0.534
H 1.876846 2.658820 -4.561273 -0.338 -0.446 0.118
C 3.747867 0.840261 4.291653 0.471 0.290 0.171
Si 2.173420 1.456753 5.124011 -1.298 -0.722 -0.536
C 2.247928 0.996067 6.959394 0.419 0.209 0.231
C 2.036147 3.334316 4.981355 0.481 0.232 0.104
Si 0.343701 0.479876 4.009853 -0.379 -0.586 2.014
Te 0.673938 0.825743 1.486288 1.499 2.931 -0.566
Si 0.137072 -1.683200 4.915060 0.038 1.813 -0.283
C -0.377461 -1.638942 6.733622 -0.045 -0.759 0.319
C -1.176775 -2.629476 3.947188 -0.016 -0.607 0.061
C 1.826099 -2.519212 4.766300 -0.057 -0.561 0.165
Si -1.530204 1.639740 4.838696 1.363 -0.845 -0.384
C -1.380179 2.000258 6.689383 -0.495 0.323 0.230
C -1.677793 3.279205 3.916945 -0.463 0.258 0.125
C -3.068568 0.586621 4.538234 -0.473 0.252 0.133
H 4.605054 1.262450 4.838186 0.063 -0.143 -0.187
H 3.810135 1.177049 3.248182 -0.094 -0.046 0.207
H 3.843401 -0.254244 4.299228 -0.139 0.253 0.068
H 3.154825 1.463800 7.374251 -0.081 -0.092 0.130
H 1.390468 1.369548 7.534075 0.138 -0.088 -0.230
H 2.326497 -0.085284 7.133939 -0.011 0.232 -0.161
H 2.038328 3.656686 3.931357 -0.024 -0.146 0.177
H 1.142826 3.755462 5.462433 0.184 -0.237 -0.058
H 2.921026 3.771544 5.468454 -0.153 0.140 -0.080
H -1.350216 -1.159362 6.900656 0.191 -0.074 -0.204
H -0.465020 -2.681660 7.076645 -0.071 0.033 0.249
H 0.357295 -1.140347 7.376846 -0.113 -0.056 -0.244
H -0.999367 -2.624883 2.863013 -0.001 0.091 0.357
H -1.158789 -3.677693 4.285367 -0.150 0.064 -0.115
H -2.189172 -2.241637 4.124037 0.255 0.016 0.031
H 2.244330 -2.475140 3.752100 -0.171 0.045 0.175
H 2.568266 -2.085942 5.451525 -0.240 -0.026 -0.112
H 1.699934 -3.579710 5.034402 0.233 0.077 -0.050
H -0.496668 2.599734 6.943422 -0.148 -0.124 -0.185
H -2.266306 2.583577 6.984343 0.073 0.007 0.173
H -1.361081 1.094179 7.307940 0.032 0.140 -0.253
H -1.717925 3.143158 2.828206 0.040 -0.045 0.218
H -2.615311 3.762141 4.233171 0.134 0.105 -0.132
H -0.850690 3.967845 4.138073 -0.142 -0.242 -0.026
H -3.135782 0.200888 3.512723 0.090 0.128 0.206
H -3.139816 -0.268907 5.223773 0.113 0.203 -0.099
H -3.945855 1.227857 4.714018 -0.037 -0.219 -0.047

---

No. 2
100
Properties=species:S:1:pos:R:3:forces:R:3 method="wB97M-V/def2-TZVPD" gap_ev="8.415 / 9.647" e_homo_ha="-0.296 / -0.341" spin_multiplicity=2
C 0.423137 -5.490642 -0.482126 0.253 -0.060 -0.331
C 0.482534 -4.298797 0.439427 0.072 -0.029 0.330
O 1.061884 -4.318670 1.490493 -0.221 -0.174 -0.195
O -0.200011 -3.191373 0.064075 0.326 0.173 -0.055
C -0.042275 -2.746984 -1.284220 -0.096 0.126 -0.086
C -1.379454 -2.497848 -2.046643 -0.153 -0.174 -0.209
N -1.311194 -3.132235 -3.387491 0.084 0.196 0.059
C -2.603860 -3.106688 -1.330151 -0.222 0.083 -0.212
C -3.545094 -2.096122 -0.619222 -0.353 -0.340 0.080
C -4.665777 -1.669775 -1.575957 0.015 0.312 0.174
C -4.202960 -2.787233 0.578051 -0.048 -0.227 -0.301
N -2.760657 -0.932553 -0.133453 0.486 -0.438 -0.115
O -2.093830 -1.173294 0.933533 -0.249 0.253 0.052
C -2.049689 -0.110280 -1.160266 0.106 0.387 0.051
C -2.942175 1.025976 -1.686674 -0.008 -0.005 0.008
C -0.841441 0.562719 -0.493216 -0.035 0.145 -0.419
C -1.590971 -1.002159 -2.339839 0.187 -0.047 0.108
H -0.422439 -5.458548 -1.169881 -0.016 -0.018 0.123
H 0.402396 -6.401887 0.113101 -0.034 0.112 0.013
H 1.340442 -5.513831 -1.080803 -0.091 -0.061 0.067
H 0.541935 -1.824151 -1.241344 -0.044 -0.068 0.025
H 0.556775 -3.460017 -1.857746 -0.120 -0.027 0.111
H -0.606859 -2.666138 -3.954294 0.055 -0.078 -0.005
H -1.040196 -4.107443 -3.305940 -0.001 0.021 -0.017
H -2.317742 -3.889657 -0.627768 0.126 0.127 0.023
H -3.200244 -3.579316 -2.116144 0.065 -0.045 0.103
H -4.286162 -1.242851 -2.504154 -0.110 -0.182 -0.021
H -5.287491 -2.538173 -1.805158 0.143 0.034 -0.061
H -5.309620 -0.926830 -1.094079 0.070 -0.053 -0.050
H -3.464252 -3.098881 1.312869 -0.063 0.176 0.052
H -4.705778 -3.686139 0.202298 0.034 0.094 0.031
H -4.968202 -2.153450 1.030374 0.175 0.037 0.101
H -2.987624 1.839412 -0.959901 -0.046 -0.078 0.017
H -3.958138 0.706808 -1.907905 0.089 0.035 -0.014
H -2.499952 1.427096 -2.604293 -0.031 -0.016 0.087
H -0.043717 -0.136244 -0.252055 -0.119 0.021 0.230
H -0.444211 1.290377 -1.210729 -0.010 -0.087 0.039
H -1.146991 1.110013 0.397577 0.068 -0.171 0.036
H -2.273511 -0.942248 -3.191306 -0.090 0.053 0.165
H -0.636847 -0.580905 -2.681399 -0.140 -0.092 -0.048
C 0.734229 -1.925524 3.768702 -0.063 0.182 -0.012
C 0.548994 -2.217986 5.238820 0.093 -0.272 -0.118
O 0.407349 -1.011415 6.018142 0.008 0.030 0.017
C -0.806894 -0.476437 6.026461 0.084 -0.009 0.055
O -1.794576 -0.918304 5.503761 -0.071 -0.016 -0.043
O -0.754170 0.652890 6.745903 -0.068 0.022 -0.011
C -1.994676 1.359976 6.816627 -0.025 0.080 0.066
H 1.571700 -1.239869 3.625084 0.034 -0.054 0.004
H 0.935893 -2.845970 3.218670 -0.020 0.101 0.078
H -0.158304 -1.465802 3.342504 -0.026 -0.051 0.007
H 1.431133 -2.704385 5.651196 0.012 0.072 0.059
H -0.311652 -2.861929 5.415767 -0.053 0.073 -0.002
H -2.795783 0.704775 7.151019 -0.007 -0.024 -0.041
H -2.246169 1.782177 5.845105 -0.033 -0.049 -0.018
H -1.844231 2.159230 7.537819 0.049 -0.008 -0.008
C 3.857879 -1.901770 -7.043997 -0.099 -0.118 0.041
C 3.020555 -1.163882 -8.064639 0.222 0.144 0.035
O 1.892442 -1.951273 -8.495132 -0.042 0.010 -0.040
C 0.852260 -1.947953 -7.673527 0.027 -0.100 -0.028
O 0.776636 -1.355187 -6.624334 -0.001 0.002 0.065
O -0.108995 -2.712117 -8.187768 -0.009 0.113 -0.025
C -1.290893 -2.746266 -7.380758 -0.146 -0.111 0.082
H 4.158846 -2.875967 -7.430543 0.048 0.029 -0.029
H 4.753292 -1.325813 -6.811557 0.006 0.017 -0.012
H 3.300117 -2.058446 -6.121015 -0.001 0.047 0.000
H 3.589130 -0.979062 -8.973285 -0.055 -0.065 -0.048
H 2.671392 -0.205934 -7.680354 -0.065 -0.038 0.033
H -1.652617 -1.739186 -7.186596 0.023 0.013 0.032
H -1.079429 -3.246068 -6.436899 -0.074 0.037 0.032
H -2.037448 -3.303981 -7.937303 0.104 -0.042 -0.087
C 2.090428 7.031402 8.937691 -0.108 -0.093 -0.062
C 2.562999 6.210326 10.117406 0.154 0.209 0.004
O 1.662893 5.129168 10.404641 -0.018 -0.027 0.027
C 1.803679 4.052063 9.629860 -0.040 0.023 0.050
O 2.617642 3.912152 8.754935 0.045 -0.013 -0.063
O 0.891313 3.157189 9.997372 -0.034 -0.050 0.040
C 0.897035 1.947211 9.226609 -0.008 -0.085 0.027
H 1.069295 7.377712 9.100895 0.023 0.047 0.032
H 2.736047 7.899365 8.802801 0.010 0.006 0.014
H 2.109897 6.441317 8.022335 0.047 -0.006 0.009
H 2.576070 6.808939 11.026373 -0.069 -0.047 0.030
H 3.564889 5.815818 9.952383 -0.030 -0.060 -0.044
H 1.891254 1.507158 9.204506 0.023 0.041 -0.031
H 0.559034 2.138906 8.213126 0.079 0.014 -0.054
H 0.205985 1.271817 9.722016 -0.031 0.060 0.032
C 2.470581 5.849675 -4.780969 -0.125 -0.087 -0.052
C 3.075720 4.892817 -3.777514 0.173 0.215 -0.004
O 2.171287 3.824852 -3.452359 -0.031 -0.052 0.024
C 2.125014 2.827817 -4.334360 0.019 0.066 0.048
O 2.781775 2.740352 -5.340437 0.016 -0.018 -0.057
O 1.232560 1.937610 -3.909948 -0.060 -0.085 0.027
C 1.057938 0.815288 -4.786851 -0.022 -0.024 0.036
H 1.509310 6.218630 -4.421907 0.031 0.043 0.033
H 3.135159 6.699812 -4.934996 0.013 0.004 0.014
H 2.312014 5.357595 -5.739753 0.047 -0.008 0.000
H 3.265267 5.392868 -2.829731 -0.067 -0.051 0.038
H 4.015125 4.476423 -4.138992 -0.042 -0.058 -0.043
H 2.011007 0.348112 -5.014710 0.031 0.028 -0.034
H 0.571257 1.124582 -5.707878 0.051 0.010 -0.045
H 0.421780 0.113460 -4.258060 0.015 0.069 -0.025

---

no.,DFT total energy (eV)
1,-107210.9007
2,-63619.9271